(1)
Below is a single C4H6FNOS molecule, with properties calculated with ωB97M-V with the def2-TZVPD basis set.

```
14
Properties=species:S:1:pos:R:3:lowdin_charge:R:1
S -0.815 -1.557 -1.785 0.8161
F 0.806 1.933 1.781 0.0433
O -0.592 -0.946 1.852 -0.0401
N -0.294 -0.825 -0.284 -0.4524
C 0.751 0.968 0.838 -0.3515
C -0.504 -1.617 0.768 -0.3459
C -0.279 0.641 -0.173 -0.2215
C 1.116 1.250 -0.583 -0.0091
H 1.189 0.039 1.313 0.1579
H -1.365 0.998 -0.382 0.1828
H -0.841 -2.680 0.457 0.1338
H 1.156 2.428 -0.692 0.1525
H 1.802 0.774 -1.244 0.0842
H -2.131 -1.407 -1.867 -0.1500
```

As for the SMILES: O=CN(S)[C@@H]1C[C@H]1F. As for the energy relative to the best compared isomer or geometry (same formula, charge and spin): 353.8 kJ/mol. For the energy, the calculation gives -783.94531 a.u. The molar mass is 135.2 g/mol. The calculation puts the LUMO energy at 0.36 eV.

(2)
Below is 3 unconnected molecules or ions with the total composition C16H41B2N2O7, with properties calculated with ωB97M-V with the def2-TZVPD basis set.

```
68
Properties=species:S:1:pos:R:3:lowdin_charge:R:1
O -2.855 -1.016 0.631 -0.1001
O -3.768 -1.232 -1.493 -0.1146
O -2.362 5.966 -0.948 -0.1805
O -0.576 -3.983 0.294 0.0784
O -5.836 2.593 -0.970 -0.1863
O 8.053 -3.530 1.483 -0.1865
O 3.632 -1.924 0.503 -0.1856
N -5.244 5.618 0.014 -0.0599
N 5.467 -4.581 0.266 -0.0570
C -6.312 4.668 0.299 -0.2037
C 7.915 -4.368 0.344 -0.2190
C -2.924 6.389 0.285 -0.2202
C 4.172 -4.215 -0.292 -0.1908
C -4.607 2.874 -1.601 -0.1102
C -4.031 5.488 0.796 -0.2214
C 7.731 -4.121 2.721 -0.1180
C 4.749 -1.593 1.291 -0.1010
C 0.234 -1.610 -0.006 -0.1486
C -6.007 3.170 0.300 -0.2370
C 6.642 -4.115 -0.438 -0.2256
C -2.835 6.623 -2.098 -0.1223
C -2.949 -2.341 -1.320 -0.2136
C -0.001 -0.110 0.177 -0.1126
C 3.880 -2.751 -0.614 -0.2197
C -2.481 -2.294 0.198 -0.2705
B -4.128 -0.763 -0.105 -0.5996
B -0.955 -2.620 0.207 -0.4009
H 2.948 -2.738 -1.182 0.1145
H -3.468 -3.293 -1.525 0.1095
H -3.067 -3.070 0.722 0.1292
H 8.766 -4.151 -0.305 0.1190
H -4.245 5.803 1.826 0.1218
H 6.729 -4.668 -1.382 0.1233
H -2.897 7.707 -1.942 0.0850
H -2.105 -2.278 -2.034 0.1092
H 7.971 -5.422 0.642 0.1196
H -7.107 4.841 -0.430 0.1171
H -4.618 3.842 -2.120 0.0670
H -2.123 6.423 -2.897 0.0871
H -3.817 6.264 -2.423 0.0693
H 8.160 -5.125 2.808 0.0870
H -3.290 7.419 0.197 0.1170
H -3.644 4.463 0.853 0.1079
H 1.069 -1.947 0.621 0.0853
H 5.060 -2.406 1.954 0.0697
H 0.578 -1.799 -1.037 0.1023
H 6.612 -3.049 -0.701 0.1031
H -2.109 6.375 1.013 0.1191
H 8.156 -3.489 3.499 0.0874
H -6.877 2.671 0.731 0.1228
H 4.458 -0.743 1.907 0.0905
H -5.036 -1.494 0.366 0.0621
H -0.780 -4.505 -0.488 0.0891
H 4.657 -2.304 -1.248 0.1129
H -4.469 0.407 -0.089 0.0580
H -0.907 0.219 -0.330 0.0700
H -0.142 0.131 1.232 0.0727
H 0.848 0.474 -0.191 0.0581
H 3.401 -4.556 0.402 0.1274
H 5.610 -1.306 0.675 0.0884
H -6.732 4.914 1.283 0.1101
H 6.651 -4.193 2.893 0.0716
H -5.034 5.624 -0.972 0.0640
H -4.426 2.084 -2.327 0.0939
H -3.772 2.866 -0.894 0.0884
H 4.025 -4.782 -1.219 0.1160
H 5.514 -4.351 1.246 0.0663
H -5.153 2.921 0.942 0.1139
```

For the energy, the calculation gives -1320.11714 a.u. The molar mass is 395.1 g/mol. The calculation puts the LUMO energy at 2.28 eV. As for the net charge: -1.

What did the first record say?
Below is a single C4H6FNOS molecule, with properties calculated with ωB97M-V with the def2-TZVPD basis set.

```
14
Properties=species:S:1:pos:R:3:lowdin_charge:R:1
S -0.815 -1.557 -1.785 0.8161
F 0.806 1.933 1.781 0.0433
O -0.592 -0.946 1.852 -0.0401
N -0.294 -0.825 -0.284 -0.4524
C 0.751 0.968 0.838 -0.3515
C -0.504 -1.617 0.768 -0.3459
C -0.279 0.641 -0.173 -0.2215
C 1.116 1.250 -0.583 -0.0091
H 1.189 0.039 1.313 0.1579
H -1.365 0.998 -0.382 0.1828
H -0.841 -2.680 0.457 0.1338
H 1.156 2.428 -0.692 0.1525
H 1.802 0.774 -1.244 0.0842
H -2.131 -1.407 -1.867 -0.1500
```

As for the SMILES: O=CN(S)[C@@H]1C[C@H]1F. As for the energy relative to the best compared isomer or geometry (same formula, charge and spin): 353.8 kJ/mol. For the energy, the calculation gives -783.94531 a.u. The molar mass is 135.2 g/mol. The calculation puts the LUMO energy at 0.36 eV.

Look up the molar mass of the first one. 135.2 g/mol